[1]
Here is 3 unconnected molecules or ions with the total composition C14H18FNO5PS2 from OMol25. Energies are from ωB97M-V with the def2-TZVPD basis set.

```
42
Properties=species:S:1:pos:R:3:lowdin_charge:R:1
O 0.0398 -0.1768 3.3255 -0.562
P 1.1256 0.5466 2.3966 0.686
S 0.3001 2.4878 1.8316 0.477
O 1.3638 3.4046 1.1505 -0.453
O -0.1017 3.1723 3.1597 -0.445
N -0.9956 2.2824 0.6794 -0.384
S -2.4894 3.0097 1.2179 0.672
O -2.3310 4.5136 1.5731 -0.424
O -3.4735 2.9585 -0.0152 -0.429
C -3.1169 1.9587 2.6759 -0.220
C -3.3128 0.3970 2.1453 -0.166
F -4.5652 0.2665 1.3492 -0.147
H 1.3756 -0.2817 1.2313 0.004
H 2.3149 0.8066 3.1881 0.018
H -2.3508 1.9078 3.5629 0.104
H -4.1093 2.4313 3.1010 0.121
H -2.3449 0.1010 1.5376 0.109
H -3.3646 -0.2788 3.1111 0.125
C 0.9434 -4.3365 -0.7135 -0.096
C 1.9289 -5.2836 -0.4366 -0.106
C 2.5239 -5.3240 0.8240 -0.107
C 2.1259 -4.4227 1.8119 -0.098
C 1.1377 -3.4780 1.5361 -0.099
C 0.5493 -3.4316 0.2725 -0.091
H 0.4824 -4.3031 -1.6971 0.100
H 2.2340 -5.9903 -1.2042 0.096
H 3.2964 -6.0577 1.0374 0.095
H 2.5859 -4.4572 2.7959 0.098
H 0.8265 -2.7768 2.3065 0.085
H -0.2165 -2.6920 0.0563 0.104
C -0.6430 2.3731 -3.3223 -0.076
C -0.2638 2.2650 -4.6599 -0.109
C 1.0152 1.8170 -4.9890 -0.120
C 1.9125 1.4675 -3.9794 -0.115
C 1.5320 1.5721 -2.6419 -0.094
C 0.2561 2.0289 -2.3127 -0.075
H -1.6387 2.7256 -3.0662 0.106
H -0.9654 2.5308 -5.4467 0.093
H 1.3127 1.7392 -6.0312 0.089
H 2.9076 1.1137 -4.2358 0.090
H 2.2308 1.2981 -1.8553 0.095
H -0.0382 2.1155 -1.2704 0.049
```

Summary:
HOMO-LUMO gap: 0.3176 Ha
HOMO: -6.281 eV
Total charge: -1
LUMO level: 2.361 eV
Max |F|: 7.87 eV Å⁻¹

---

[2]
Here is a molecular structure, C14H18N2O5 from OMol25. Energies are from ωB97M-V with the def2-TZVPD basis set.

```
39
Properties=species:S:1:pos:R:3:lowdin_charge:R:1
C 2.1737 -0.9717 0.6168 -0.228
C 1.0807 -2.1835 0.5501 -0.305
C 2.3318 -0.4477 -0.8981 -0.185
C 3.4060 0.6178 -0.9534 -0.136
C 2.6484 1.9152 -0.5805 -0.528
C -1.5323 -2.0640 0.5689 -0.101
C -1.6600 -2.2175 -0.9552 -0.373
C -2.6263 -0.9871 1.1286 -0.142
C -2.6134 0.3644 0.5959 -0.350
C -3.3017 0.6821 -0.6034 -0.024
C -1.8654 1.2505 1.4239 -0.047
C -3.3464 2.1581 -0.8193 -0.068
C -1.7336 2.5880 0.9776 -0.107
C -2.3772 3.0213 -0.2005 -0.106
H 4.0389 -2.4081 0.9425 0.166
H 3.6584 -1.3289 2.1888 0.025
H 1.6514 0.0693 1.1991 0.188
H 1.4543 0.0723 -1.4873 0.154
H 2.6864 -1.2854 -1.5097 0.113
H 4.0389 0.7511 -1.9470 0.154
H 4.3236 0.4871 -0.3071 0.122
H 2.4767 3.7736 -0.7504 0.149
H 0.1199 -0.5242 0.6521 0.124
H -1.4603 -3.0658 1.1624 0.193
H -2.4977 -0.8381 2.2469 0.092
H -3.7979 -1.3801 0.9152 0.187
H -4.0487 -0.0216 -1.2340 0.157
H -1.4793 0.4778 2.5579 0.219
H -3.8059 2.3973 -1.9213 0.137
H -1.3102 3.3953 1.6586 0.121
H -2.2221 3.9763 -0.6196 0.077
H -0.9314 -2.2992 -2.5784 0.193
N 3.5918 -1.3445 1.1904 -0.001
N -0.0940 -1.5602 0.6729 0.046
O 1.4879 -3.4378 0.0343 -0.124
O 1.6153 1.7826 0.0208 0.044
O 3.2216 3.1114 -0.7485 0.105
O -2.8138 -2.4669 -1.5287 -0.005
O -0.4883 -2.0591 -1.6614 0.065
```

Summary:
HOMO-LUMO gap: 0.3463 Ha
HOMO: -9.072 eV
LUMO level: 0.351 eV
Max |F|: 8.42 eV Å⁻¹
Energy relative to the best compared isomer or geometry (same formula, charge and spin): 213.28 kcal/mol

---

[3]
Here is C14H18N2O6 in the gas phase from OMol25. Energies are from ωB97M-V with the def2-TZVPD basis set.

```
40
Properties=species:S:1:pos:R:3:lowdin_charge:R:1
N -3.4170 1.7271 1.8217 0.068
C -2.7580 0.6124 1.1201 -0.295
C -3.6326 -0.6537 1.0523 -0.144
C -3.8780 -1.4377 -0.2520 -0.086
C -2.5460 -1.9598 -0.6536 -0.538
O -1.7006 -2.3841 0.1205 0.083
O -2.4393 -2.1511 -1.9568 0.153
C -2.4095 1.1712 -0.3207 -0.474
O -3.3602 1.5422 -0.9623 0.066
N -1.1599 1.3168 -0.7953 0.134
C 0.1350 1.1718 -0.0991 -0.204
C 0.8048 -0.1235 -0.7327 -0.068
C 2.3103 -0.4426 -0.4013 -0.241
C 3.2106 0.2290 -1.2164 -0.035
C 4.5875 0.0743 -0.9698 0.009
C 4.9329 -0.5607 0.1864 -0.333
O 6.3018 -0.6513 0.4473 0.029
C 4.1251 -1.2858 1.0058 -0.004
C 2.7012 -1.0920 0.7671 -0.018
C 0.9775 2.3859 -0.3748 -0.449
O 0.8324 2.9435 -1.4804 0.096
O 1.9012 2.6115 0.5895 0.126
H -4.3009 1.7725 1.2841 0.089
H -2.9354 2.4074 1.3191 0.038
H -1.7486 0.4799 1.5256 0.114
H -3.3401 -1.3741 1.7928 0.103
H -4.6622 -0.3716 1.4568 0.138
H -4.4637 -0.7627 -0.9617 0.151
H -4.5178 -2.2042 0.0904 0.115
H -1.8181 -2.8287 -2.0795 0.100
H -1.2543 1.5834 -1.7623 0.157
H -0.0560 0.9164 0.9610 0.148
H 0.1150 -1.0359 -0.4559 0.127
H 0.6670 -0.1277 -1.8259 0.121
H 2.9655 0.7627 -2.1040 0.114
H 5.2738 0.5790 -1.6824 0.140
H 6.4546 -1.0964 1.2809 0.090
H 4.3281 -2.0174 1.8076 0.126
H 1.9285 -1.3969 1.5124 0.127
H 1.8454 1.6709 0.9457 0.127
```

Summary:
HOMO-LUMO gap: 0.3539 Ha
HOMO: -9.168 eV
LUMO level: 0.463 eV
Max |F|: 4.88 eV Å⁻¹
Structure (SMILES): N[C@@H](CCC(=O)O)C(=O)N[C@@H](Cc1ccc(O)cc1)C(=O)O
Energy relative to the best compared isomer or geometry (same formula, charge and spin): 65.77 kcal/mol